The following is a DFT calculation (the ωB97M-V functional and the def2-TZVPD basis) of a structure of composition C49H47N4O6SiTa.

Last column: Löwdin charge in e.
Geometry (Å):
Ta (-0.25, 0.36, -0.21)  2.00
O (0.73, 4.35, -2.26)  0.20
C (0.24, 3.37, -1.55)  -0.43
O (0.83, 2.33, -1.30)  0.00
C (-1.10, 3.63, -0.96)  -0.16
C (-1.82, 4.81, -1.09)  0.07
C (-2.98, 4.94, -0.35)  0.02
C (-3.35, 3.92, 0.52)  0.06
C (-2.56, 2.78, 0.57)  -0.16
N (-1.48, 2.63, -0.18)  0.11
C (-2.75, 1.60, 1.47)  -0.43
O (-3.66, 1.58, 2.41)  0.23
O (-2.02, 0.64, 1.32)  0.00
H (1.65, 4.16, -2.53)  0.15
H (-1.47, 5.60, -1.74)  0.14
H (-3.58, 5.84, -0.42)  0.14
H (-4.24, 4.03, 1.13)  0.13
H (-4.16, 2.41, 2.50)  0.14
O (0.51, 1.22, 1.25)  -0.31
C (1.71, 1.32, 2.00)  -0.37
C (2.81, 1.13, 0.94)  -0.05
C (2.82, -0.16, 0.10)  -0.43
C (3.62, -1.22, 0.82)  -0.03
C (3.45, -2.52, 0.57)  -0.04
C (2.38, -2.90, -0.32)  -0.02
C (1.44, -2.03, -0.70)  -0.30
C (0.23, -2.56, -1.42)  -0.09
C (-0.97, -2.63, -0.45)  -0.37
O (-1.12, -1.26, -0.01)  -0.28
C (-0.64, -3.53, 0.72)  -0.18
C (-0.68, -4.90, 0.52)  -0.02
C (-0.29, -5.77, 1.52)  -0.06
C (0.14, -5.27, 2.75)  -0.06
C (0.18, -3.90, 2.95)  -0.05
C (-0.20, -3.03, 1.94)  -0.01
C (-2.30, -2.97, -1.11)  -0.16
C (-2.49, -2.98, -2.48)  -0.03
C (-3.74, -3.23, -3.02)  -0.07
C (-4.82, -3.48, -2.19)  -0.07
C (-4.64, -3.48, -0.81)  -0.06
C (-3.39, -3.23, -0.28)  -0.02
N (1.46, -0.67, -0.30)  -0.07
C (1.68, 0.33, 3.15)  -0.15
C (2.84, -0.19, 3.71)  -0.05
C (2.79, -1.00, 4.83)  -0.05
C (1.57, -1.29, 5.42)  -0.07
C (0.40, -0.77, 4.88)  -0.07
C (0.46, 0.03, 3.75)  -0.03
C (1.82, 2.75, 2.54)  -0.13
C (1.08, 3.78, 1.99)  -0.03
C (1.22, 5.09, 2.44)  -0.07
C (2.12, 5.38, 3.45)  -0.07
C (2.86, 4.36, 4.02)  -0.05
C (2.71, 3.05, 3.57)  0.00
H (3.79, 1.23, 1.39)  0.14
H (2.70, 2.00, 0.28)  0.12
H (4.41, -0.88, 1.48)  0.11
H (4.07, -3.27, 1.03)  0.12
H (2.28, -3.94, -0.61)  0.13
H (0.45, -3.56, -1.79)  0.14
H (-0.05, -1.94, -2.27)  0.08
H (-1.03, -5.30, -0.43)  0.13
H (-0.33, -6.84, 1.36)  0.11
H (0.45, -5.95, 3.53)  0.11
H (0.51, -3.50, 3.90)  0.09
H (-0.16, -1.96, 2.12)  0.09
H (-1.66, -2.81, -3.16)  0.11
H (-3.87, -3.25, -4.10)  0.11
H (-5.80, -3.68, -2.61)  0.11
H (-5.47, -3.68, -0.15)  0.11
H (-3.24, -3.24, 0.80)  0.13
H (3.80, 0.05, 3.28)  0.10
H (3.71, -1.39, 5.25)  0.11
H (1.53, -1.92, 6.31)  0.11
H (-0.55, -0.99, 5.34)  0.12
H (-0.46, 0.44, 3.35)  0.11
H (0.36, 3.55, 1.21)  0.08
H (0.62, 5.88, 2.00)  0.10
H (2.23, 6.40, 3.80)  0.11
H (3.56, 4.57, 4.82)  0.11
H (3.28, 2.27, 4.04)  0.11
C (-3.95, 0.24, -1.04)  0.00
C (-3.06, 0.56, -2.21)  -0.29
C (-3.64, 0.83, -3.43)  -0.02
C (-2.84, 1.04, -4.55)  -0.03
C (-1.48, 0.91, -4.43)  -0.01
C (-0.93, 0.61, -3.17)  -0.44
N (-1.71, 0.54, -2.06)  0.04
N (0.37, 0.32, -2.96)  -0.08
Si (1.80, 0.10, -3.67)  0.70
C (3.57, 0.16, -1.20)  -0.02
C (2.45, -1.58, -4.06)  -0.14
C (2.78, 1.52, -4.35)  -0.15
H (-4.79, -0.35, -1.40)  0.10
H (-4.37, 1.15, -0.59)  0.09
H (-3.44, -0.35, -0.29)  0.06
H (-4.72, 0.83, -3.51)  0.12
H (-3.28, 1.26, -5.51)  0.12
H (-0.82, 1.00, -5.28)  0.11
H (3.71, -0.75, -1.79)  0.08
H (3.02, 0.94, -1.75)  0.04
H (4.56, 0.57, -1.00)  0.12
H (2.22, -2.30, -3.28)  0.03
H (3.52, -1.58, -4.26)  0.06
H (1.94, -1.91, -4.98)  0.06
H (2.68, 2.41, -3.73)  0.02
H (2.40, 1.77, -5.34)  0.05
H (3.84, 1.28, -4.45)  0.05

Output
**HOMO-LUMO gap**: 5.90 eV
**Total charge**: +2
**Relative energy (zero: lowest compared OMol25 entry of this formula, charge and spin)**: 1.18 kcal/mol
**Multiplicity**: 1
**E**: -79242.939 eV